(1)
Molecular formula: C18H40BF7O14Y
Method: DFT, ωB97M-V/def2-TZVPD

ORCA input file:
```
! RIJCOSX wB97M-V def2-TZVPD def2/J DEFGRID3
* xyz -1 1
Y -15.094 13.525 8.495
C -15.049 9.145 8.292
C -15.186 10.474 8.607
C -16.479 10.937 9.271
O -16.589 12.153 9.630
C -17.462 10.022 9.573
C -17.293 8.557 9.371
C -16.007 8.120 8.665
O -15.917 6.940 8.188
O -17.960 7.686 9.836
O -14.246 11.327 8.547
H -14.199 8.793 7.709
H -18.379 10.295 10.052
C -16.878 12.950 5.742
O -16.105 12.014 5.074
O -16.283 13.507 6.791
C -17.068 14.028 4.686
F -15.925 14.642 4.470
F -17.544 13.426 3.539
F -17.987 14.948 4.995
C -16.649 10.722 4.975
C -15.845 9.923 3.973
H -16.208 8.939 3.932
H -15.840 10.372 2.998
H -14.756 9.849 4.229
H -17.711 10.839 4.603
H -16.686 10.269 5.998
H -17.817 12.454 6.101
B -14.451 16.954 8.315
F -13.154 17.490 8.025
F -14.842 17.644 9.435
F -15.393 17.021 7.350
F -14.145 15.516 8.551
C -16.474 5.284 11.097
O -15.916 4.630 10.007
H -17.080 4.638 11.692
H -15.703 5.537 11.826
H -17.011 6.176 10.898
H -15.763 5.334 9.352
C -11.853 20.179 10.117
O -12.343 18.818 10.310
H -11.015 20.317 10.754
H -11.417 20.319 9.071
H -12.625 20.934 10.201
H -13.140 18.776 9.820
C -13.000 14.218 5.986
O -13.272 13.083 6.856
H -12.763 15.076 6.659
H -12.247 14.007 5.278
H -13.876 14.474 5.376
H -13.657 12.441 6.207
C -10.982 18.361 2.854
O -10.657 19.699 3.243
H -12.089 18.320 2.835
H -10.426 18.206 1.934
H -10.712 17.596 3.585
H -11.098 19.933 4.022
C -17.546 15.834 9.994
O -16.747 14.620 9.706
H -18.599 15.622 10.209
H -17.031 16.349 10.825
H -17.410 16.460 9.098
H -17.078 14.028 10.388
C -11.002 16.268 11.748
O -11.985 15.862 10.858
H -9.983 15.816 11.703
H -10.855 17.333 11.742
H -11.282 15.986 12.792
H -12.054 16.536 10.099
C -12.899 12.528 10.945
O -13.249 13.525 9.996
H -11.771 12.342 10.925
H -13.212 12.792 11.943
H -13.441 11.670 10.588
H -12.792 14.389 10.257
C -9.608 17.554 6.569
O -10.649 18.392 6.184
H -9.757 16.556 6.081
H -8.601 17.971 6.264
H -9.620 17.372 7.668
H -11.418 18.011 6.589
*
```

Values from the calculation:
HOMO level: -0.1886 Eh
LUMO level: 2.1 eV
Kohn-Sham gap: 7.21 eV
Calculated total energy: -68732.3483 eV

These are the Mulliken partial charges, in e, on atoms 1 to 6: atom 1 (Y): 2.649, atom 2 (C): -1.079, atom 3 (C): 1.162, atom 4 (C): 1.086, atom 5 (O): -0.582, atom 6 (C): -1.294

(2)
Molecular formula: C4H5NOS
Method: DFT, ωB97M-V/def2-TZVPD

ORCA input file:
```
! RIJCOSX wB97M-V def2-TZVPD def2/J DEFGRID3
* xyz 0 1
C 0.416 -0.814 1.999
C 0.161 0.800 -0.217
C -0.128 1.516 -1.407
C -0.542 -0.505 -1.713
H 0.974 -1.120 2.968
H -0.784 -0.720 1.942
H 0.738 -1.448 1.273
H -0.152 2.592 -1.421
H -0.571 -1.436 -2.149
N -0.728 0.665 -2.292
O -0.191 -0.500 -0.467
S 0.806 0.971 1.485
*
```

Values from the calculation:
HOMO level: -0.3006 Eh
SMILES string: CSc1cnco1
Energy relative to the best compared isomer or geometry (same formula, charge and spin): 220.2 kJ/mol
LUMO level: 0.7 eV
Kohn-Sham gap: 8.85 eV
Calculated total energy: -18599.6367 eV

These are the Mulliken partial charges, in e, on atoms 1 to 6: atom 1 (C): -0.724, atom 2 (C): 0.248, atom 3 (C): -0.278, atom 4 (C): -0.061, atom 5 (H): 0.324, atom 6 (H): 0.244

(3)
Molecular formula: C16H17Cl2IN2O5Os
Method: DFT, ωB97M-V/def2-TZVPD

ORCA input file:
```
! RIJCOSX wB97M-V def2-TZVPD def2/J DEFGRID3
* xyz 2 5
Os 0.245 0.918 -0.798
Cl -0.921 2.329 -3.050
C 0.036 1.217 -4.022
Cl 1.192 0.365 -2.911
H 0.626 1.768 -4.744
H -0.601 0.467 -4.473
C -0.231 -4.561 0.113
C -1.655 -4.318 -0.385
C -2.104 -2.856 -0.271
C -3.515 -2.688 -0.907
C -4.164 -1.317 -0.742
C -2.249 -2.494 1.203
O -2.744 -3.200 2.025
N -1.833 -1.184 1.609
C -1.177 -0.370 0.799
O -0.756 0.801 1.089
N -0.841 -0.718 -0.461
C -1.161 -1.963 -1.056
O -0.744 -2.217 -2.148
H -0.014 -5.627 0.121
H -0.094 -4.199 1.136
H 0.511 -4.083 -0.530
H -2.361 -4.911 0.192
H -1.756 -4.613 -1.429
H -4.142 -3.453 -0.446
H -3.410 -2.946 -1.960
H -4.458 -1.128 0.292
H -5.069 -1.266 -1.346
H -3.516 -0.499 -1.073
H -2.018 -0.905 2.567
I 5.640 6.374 3.457
C 4.528 5.042 2.445
C 4.872 3.674 2.521
C 4.089 2.774 1.839
C 2.997 3.235 1.091
C 2.669 4.592 1.012
C 3.430 5.514 1.691
C 2.148 2.227 0.384
O 2.261 1.023 0.589
O 1.250 2.659 -0.466
H 5.722 3.342 3.100
H 4.302 1.714 1.874
H 1.821 4.910 0.421
H 3.195 6.568 1.649
*
```

Values from the calculation:
HOMO level (alpha / beta): -0.5675 / -0.5704 Eh
LUMO level (alpha / beta): -6.5 / -10.4 eV
Kohn-Sham gap (alpha / beta): 8.91 / 5.09 eV
Calculated total energy: -65681.3456 eV

These are the Mulliken partial charges, in e, on atoms 1 to 6: atom 1 (Os): 0.728, atom 2 (Cl): -0.048, atom 3 (C): -0.215, atom 4 (Cl): -0.035, atom 5 (H): 0.365, atom 6 (H): 0.317

(4)
Molecular formula: C14H27BrNO26S7
Method: DFT, ωB97M-V/def2-TZVPD

ORCA input file:
```
! RIJCOSX wB97M-V def2-TZVPD def2/J DEFGRID3
* xyz -1 1
C 3.796 1.592 7.209
C 4.167 2.883 6.270
O 3.505 2.916 4.958
S 1.842 2.555 5.055
O 1.169 3.300 3.836
O 1.137 3.174 6.324
N 1.622 0.828 4.913
S 2.320 0.183 3.449
O 1.823 -1.312 3.353
O 1.842 0.865 2.141
C 4.192 0.137 3.409
C 4.892 -0.796 4.562
O 5.910 -0.251 5.277
Br 4.427 -2.696 4.995
H 4.727 1.407 7.931
H 3.616 0.591 6.630
H 2.913 1.920 7.912
H 5.338 2.806 6.051
H 4.028 3.874 6.896
H 4.491 -0.352 2.362
H 4.720 1.185 3.429
C 3.549 -3.110 0.880
C 3.464 -4.551 0.382
O 4.648 -4.750 -0.387
S 5.851 -3.850 0.249
O 6.643 -4.700 1.110
O 6.423 -3.044 -0.803
O 4.924 -2.895 1.191
H 3.263 -2.404 0.093
H 2.927 -2.941 1.763
H 2.574 -4.730 -0.226
H 3.481 -5.258 1.218
C -2.058 -1.975 0.834
C -1.220 -0.766 0.427
O -0.024 -1.310 -0.126
S -0.372 -2.730 -0.848
O -0.542 -2.487 -2.263
O 0.519 -3.740 -0.324
O -1.847 -2.947 -0.189
H -1.707 -2.396 1.782
H -3.121 -1.732 0.916
H -0.992 -0.113 1.273
H -1.720 -0.186 -0.356
C -2.345 -0.743 -4.299
C -3.189 -1.451 -5.356
O -4.476 -0.844 -5.274
S -4.299 0.718 -4.839
O -4.340 1.527 -6.037
O -5.136 0.970 -3.690
O -2.749 0.625 -4.342
H -2.561 -1.131 -3.298
H -1.274 -0.831 -4.499
H -3.258 -2.527 -5.182
H -2.794 -1.270 -6.362
C -3.344 2.639 -9.094
C -4.537 2.843 -10.024
O -3.976 2.963 -11.329
S -2.630 2.046 -11.414
O -2.982 0.782 -12.023
O -1.544 2.872 -11.888
O -2.438 1.803 -9.814
H -2.839 3.588 -8.886
H -3.631 2.166 -8.151
H -5.116 3.734 -9.770
H -5.195 1.967 -10.018
C -3.822 1.274 5.462
C -2.984 2.483 5.054
O -1.788 1.939 4.502
S -2.136 0.519 3.780
O -2.306 0.762 2.364
O -1.245 -0.490 4.303
O -3.611 0.302 4.439
H -3.472 0.853 6.410
H -4.885 1.517 5.543
H -2.757 3.136 5.900
H -3.484 3.063 4.272
*
```

Values from the calculation:
HOMO level: -0.2452 Eh
LUMO level: 1.7 eV
Kohn-Sham gap: 8.38 eV
Calculated total energy: -215561.2491 eV

These are the Mulliken partial charges, in e, on atoms 1 to 6: atom 1 (C): -0.741, atom 2 (C): -0.294, atom 3 (O): -0.282, atom 4 (S): 1.056, atom 5 (O): -0.633, atom 6 (O): -0.670

(5)
Molecular formula: C23H33N5O2
Method: DFT, ωB97M-V/def2-TZVPD

ORCA input file:
```
! RIJCOSX wB97M-V def2-TZVPD def2/J DEFGRID3
* xyz 0 1
C -6.507 0.673 1.364
H -7.451 0.572 0.834
C -5.338 0.366 0.437
C -3.999 0.502 1.177
N -2.795 0.241 0.415
C -2.549 1.165 -0.674
C -1.124 0.969 -1.179
N -0.921 -0.395 -1.643
C -1.243 -1.326 -0.577
C -2.672 -1.111 -0.089
H -2.891 -1.815 0.718
H -3.360 -1.308 -0.928
H -1.145 -2.344 -0.957
H -0.554 -1.200 0.277
C 0.445 -0.546 -2.116
C 0.736 -1.905 -2.752
C 2.049 -1.862 -3.543
N 3.168 -1.501 -2.699
C 3.577 -0.221 -2.611
O 3.186 0.652 -3.361
C 4.615 0.113 -1.540
H 4.352 1.107 -1.173
H 5.583 0.195 -2.041
C 4.757 -0.841 -0.358
N 3.508 -1.038 0.361
N 3.011 0.035 0.941
C 1.913 -0.039 1.639
C 1.288 -1.302 1.871
C 1.800 -2.404 1.276
C 2.932 -2.300 0.389
O 3.388 -3.205 -0.301
H 1.381 -3.388 1.414
H 0.448 -1.367 2.546
C 1.369 1.211 2.178
C 2.225 2.273 2.464
C 1.723 3.462 2.954
C 0.359 3.611 3.156
C -0.498 2.565 2.859
C -0.002 1.368 2.376
H -0.695 0.580 2.119
H -1.563 2.679 3.000
H -0.033 4.541 3.538
H 2.394 4.278 3.179
H 3.284 2.146 2.299
H 5.105 -1.828 -0.669
H 5.479 -0.414 0.346
H 3.446 -2.196 -2.018
H 2.249 -2.840 -3.988
H 1.985 -1.109 -4.331
H -0.080 -2.164 -3.427
H 0.813 -2.680 -1.986
H 1.161 -0.362 -1.293
H 0.612 0.229 -2.868
H -0.938 1.646 -2.016
H -0.419 1.222 -0.367
H -2.662 2.187 -0.304
H -3.245 1.009 -1.514
H -3.996 -0.187 2.029
H -3.914 1.520 1.570
H -5.439 -0.649 0.050
H -5.357 1.055 -0.410
H -6.435 1.689 1.747
H -6.513 -0.012 2.210
*
```

Values from the calculation:
HOMO level: -0.3116 Eh
SMILES string: CCCN1CCN(CCCNC(=O)CCn2nc(-c3ccccc3)ccc2=O)CC1
Energy relative to the best compared isomer or geometry (same formula, charge and spin): 159.9 kJ/mol
LUMO level: -0.2 eV
Kohn-Sham gap: 8.31 eV
Calculated total energy: -35932.6533 eV

These are the Mulliken partial charges, in e, on atoms 1 to 6: atom 1 (C): -1.426, atom 2 (H): 0.398, atom 3 (C): -0.039, atom 4 (C): -1.146, atom 5 (N): 0.600, atom 6 (C): -1.086

(6)
Molecular formula: C4H7N3O
Method: DFT, ωB97M-V/def2-TZVPD

ORCA input file:
```
! RIJCOSX wB97M-V def2-TZVPD def2/J DEFGRID3
* xyz 0 1
C 0.509 -0.724 -2.142
C -0.030 -0.340 -0.839
C -0.394 -1.157 0.246
C -0.415 -0.252 1.356
H 1.509 -1.251 -2.168
H 0.725 0.320 -2.646
H -0.076 -1.402 -2.712
H -0.539 -2.240 0.470
H -0.435 0.046 3.337
H 0.755 1.972 1.679
H -0.350 1.541 -1.214
N -0.312 -0.597 2.564
N -0.724 1.042 0.815
N -0.019 1.004 -0.431
O -0.204 2.036 1.686
*
```

Values from the calculation:
HOMO level: -0.3059 Eh
SMILES string: [H]/N=c1/cc(C)[nH]n1O
Energy relative to the best compared isomer or geometry (same formula, charge and spin): 397.8 kJ/mol
LUMO level: 0.6 eV
Kohn-Sham gap: 8.97 eV
Calculated total energy: -10775.6241 eV

These are the Mulliken partial charges, in e, on atoms 1 to 6: atom 1 (C): -1.031, atom 2 (C): 0.430, atom 3 (C): -0.465, atom 4 (C): 0.383, atom 5 (H): 0.235, atom 6 (H): 0.271

Question: Number 1 is which compound?
Answer: C18H40BF7O14Y